1.
Here is C53H59Br3InN5O4S2 as an isolated structure at a distorted geometry from OMol25. Energies are from ωB97M-V with the def2-TZVPD basis set.

## Properties
HOMO energy: -1.0255 eV
gap between HOMO and LUMO: 0.1707 Eh
energy relative to the best compared isomer or geometry (same formula, charge and spin): 0.000 eV
E: -308532.7447 eV
LUMO: 0.133 hartree

ORCA input file:
```
! wB97M-V def2-TZVPD RIJCOSX def2/J DEFGRID3
* xyz -2 1
In -0.98 -1.94 -0.07
Br 1.36 -2.04 -2.94
C 0.57 -2.80 -1.34
Br -0.33 -3.77 1.70
H 1.37 -2.95 -0.63
H 0.10 -3.74 -1.61
C -5.23 -6.66 2.30
C -5.03 -5.19 2.01
C -4.04 -4.47 2.67
C -3.78 -3.15 2.33
C -4.51 -2.56 1.30
C -5.52 -3.26 0.66
C -5.78 -4.56 1.03
S -4.16 -0.91 0.77
O -4.84 -0.02 1.68
O -4.50 -0.85 -0.62
N -2.55 -0.73 0.91
C -1.89 -0.30 2.04
C -2.43 0.25 3.22
C -1.57 0.53 4.25
C -0.20 0.30 4.12
C 0.25 -0.20 2.92
N -0.57 -0.48 1.91
H -4.91 -6.91 3.31
H -4.64 -7.25 1.59
H -6.28 -6.95 2.18
H -3.43 -4.95 3.42
H -3.00 -2.61 2.84
H -6.06 -2.78 -0.15
H -6.55 -5.12 0.50
H -3.49 0.42 3.29
H -1.96 0.93 5.18
H 0.50 0.50 4.92
H 1.30 -0.40 2.72
C 3.68 2.70 5.27
C 4.11 2.01 3.98
C 4.33 3.00 2.85
C 4.73 2.36 1.52
N 3.66 1.60 0.91
C 3.44 0.27 0.96
S 2.18 -0.38 0.09
N 4.27 -0.47 1.74
C 4.26 -1.93 1.71
C 4.94 -2.52 0.48
C 6.40 -2.10 0.30
C 7.32 -2.56 1.43
H 3.52 1.98 6.08
H 2.75 3.25 5.12
H 4.44 3.41 5.60
H 3.34 1.29 3.69
H 5.03 1.44 4.16
H 5.11 3.72 3.14
H 3.41 3.57 2.68
H 5.62 1.73 1.66
H 5.03 3.14 0.82
H 3.04 2.09 0.27
H 5.15 -0.04 1.99
H 3.22 -2.25 1.74
H 4.74 -2.26 2.64
H 4.36 -2.21 -0.39
H 4.88 -3.61 0.55
H 6.45 -1.01 0.19
H 6.76 -2.52 -0.65
H 7.05 -2.11 2.38
H 8.36 -2.30 1.22
H 7.26 -3.65 1.55
C -0.60 2.15 -1.08
C 0.52 2.61 -0.95
C 1.60 3.46 -0.62
C 2.97 3.19 -0.92
C 3.37 1.93 -1.43
C 4.69 1.63 -1.70
C 5.71 2.56 -1.49
C 5.34 3.83 -1.04
C 4.02 4.14 -0.77
C 1.17 4.68 0.08
C 1.88 5.22 1.17
C 1.41 6.33 1.87
C 0.22 6.95 1.52
C -0.50 6.43 0.44
C -0.03 5.33 -0.26
H 2.60 1.19 -1.60
H 4.93 0.65 -2.09
H 6.74 2.32 -1.70
H 6.10 4.59 -0.91
H 3.77 5.15 -0.47
H 2.80 4.75 1.48
H 1.98 6.70 2.72
H -0.14 7.80 2.07
H -1.43 6.89 0.15
H -0.61 4.94 -1.09
C -4.42 -0.62 -4.12
N -3.48 0.49 -4.07
C -2.80 0.68 -5.33
C -2.59 0.48 -2.92
C -2.96 1.52 -1.87
C -4.31 1.85 -1.75
C -4.78 2.70 -0.76
C -3.89 3.24 0.15
C -2.54 2.96 0.03
C -2.04 2.12 -0.99
H -5.23 -0.38 -4.81
H -4.84 -0.79 -3.13
H -3.95 -1.55 -4.46
H -3.54 0.84 -6.12
H -2.18 -0.19 -5.62
H -2.16 1.56 -5.28
H -1.56 0.63 -3.25
H -2.66 -0.49 -2.40
H -5.00 1.41 -2.45
H -5.84 2.91 -0.69
H -4.23 3.90 0.94
H -1.83 3.41 0.71
Br -2.70 -3.58 -7.97
C -2.83 -3.69 -6.07
C -3.81 -4.49 -5.51
C -3.90 -4.57 -4.13
C -3.04 -3.83 -3.32
C -2.09 -3.02 -3.90
C -1.96 -2.95 -5.29
C -3.17 -3.96 -1.81
O -3.88 -4.87 -1.39
O -2.55 -3.11 -1.08
H -4.49 -5.05 -6.14
H -4.64 -5.20 -3.65
H -1.45 -2.42 -3.28
H -1.19 -2.34 -5.73
*
```



2.
Here is a 9-piece molecular cluster, C39H114N18O15P6 overall at a distorted geometry from OMol25. Energies are from ωB97M-V with the def2-TZVPD basis set.

## Properties
HOMO energy: -8.2362 eV
gap between HOMO and LUMO: 0.3033 Eh
E: -155558.2574 eV
SMILES: CN(C)P(=O)(N(C)C)N(C)C.CN(C)P(=O)(N(C)C)N(C)C.CN(C)P(=O)(N(C)C)N(C)C.CN(C)P(=O)(N(C)C)N(C)C.CN(C)P(=O)(N(C)C)N(C)C.CCOP(=O)(OCC)OCC.C[N+](=O)[O-].C[N+](=O)[O-].C[N+](=O)[O-]
LUMO: 0.001 hartree

ORCA input file:
```
! wB97M-V def2-TZVPD RIJCOSX def2/J DEFGRID3
* xyz 0 1
C 3.99 4.69 3.10
N 3.61 4.41 1.74
C 4.22 3.24 1.11
P 2.05 4.86 1.17
O 1.36 3.96 0.22
N 1.23 5.16 2.59
C 0.56 4.07 3.28
C 1.04 6.48 3.16
N 2.35 6.32 0.44
C 1.33 6.83 -0.45
C 3.39 7.29 0.76
H 5.06 4.65 3.25
H 3.38 4.12 3.83
H 3.71 5.69 3.43
H 3.65 2.35 1.38
H 5.19 3.11 1.60
H 4.36 3.28 0.03
H -0.51 4.23 3.11
H 0.74 3.06 2.91
H 0.79 4.17 4.34
H 1.58 7.30 2.69
H 0.02 6.84 3.00
H 1.23 6.42 4.23
H 1.81 7.14 -1.38
H 0.62 6.06 -0.77
H 0.73 7.62 0.03
H 3.98 7.65 -0.09
H 3.97 6.91 1.59
H 2.87 8.19 1.12
C 4.66 -4.18 0.10
N 3.79 -3.17 -0.50
C 2.43 -3.07 -0.06
P 4.32 -2.29 -1.86
O 5.78 -2.15 -2.00
N 3.59 -3.07 -3.14
C 2.17 -3.30 -3.34
C 4.40 -3.75 -4.17
N 3.50 -0.81 -1.67
C 3.37 0.06 -2.83
C 3.76 -0.15 -0.39
H 4.82 -3.87 1.14
H 5.57 -4.30 -0.47
H 4.12 -5.13 0.22
H 2.39 -3.37 1.00
H 1.65 -3.69 -0.51
H 2.07 -2.06 -0.23
H 1.46 -2.70 -2.76
H 1.92 -2.90 -4.33
H 1.87 -4.32 -3.08
H 5.16 -3.11 -4.62
H 4.93 -4.56 -3.66
H 3.77 -4.26 -4.89
H 4.29 0.64 -2.96
H 3.26 -0.53 -3.74
H 2.51 0.72 -2.68
H 3.25 0.80 -0.26
H 4.85 -0.07 -0.26
H 3.38 -0.78 0.42
C -5.65 1.14 -2.22
N -5.26 0.47 -0.98
C -5.10 -1.00 -1.25
P -5.41 0.93 0.62
O -4.80 0.10 1.67
N -4.78 2.49 0.63
C -3.53 2.86 -0.04
C -5.40 3.52 1.48
N -7.07 1.00 0.94
C -7.61 0.71 2.26
C -8.00 1.42 -0.10
H -4.79 1.16 -2.90
H -5.85 2.20 -2.03
H -6.50 0.61 -2.63
H -4.56 -1.50 -0.45
H -4.74 -1.21 -2.25
H -6.15 -1.32 -1.20
H -3.69 3.76 -0.64
H -2.73 2.87 0.69
H -3.30 2.09 -0.78
H -6.19 4.00 0.89
H -5.95 3.03 2.28
H -4.65 4.24 1.78
H -7.17 -0.23 2.59
H -7.36 1.47 3.01
H -8.68 0.55 2.19
H -7.68 2.34 -0.61
H -8.97 1.65 0.32
H -8.19 0.68 -0.87
C 3.05 2.19 6.80
N 3.29 0.77 6.98
C 2.92 0.25 8.28
P 4.30 -0.16 6.01
O 4.51 -1.47 6.68
N 3.57 -0.24 4.48
C 3.72 -1.48 3.74
C 3.31 0.95 3.65
N 5.62 0.81 5.77
C 6.43 0.85 4.51
C 6.40 1.14 6.98
H 3.20 2.55 5.79
H 3.65 2.82 7.46
H 2.01 2.41 7.07
H 2.18 -0.55 8.25
H 2.58 0.99 9.01
H 3.70 -0.24 8.86
H 4.62 -1.51 3.10
H 3.81 -2.35 4.38
H 2.99 -1.73 2.96
H 3.90 1.83 3.91
H 3.20 0.69 2.60
H 2.32 1.25 4.01
H 7.44 1.13 4.76
H 6.30 -0.09 3.99
H 5.97 1.64 3.92
H 5.90 0.66 7.83
H 6.38 2.20 7.26
H 7.36 0.63 6.98
C -0.55 2.56 -5.81
N -1.63 1.60 -6.00
C -2.95 2.24 -6.07
P -1.47 -0.06 -5.61
O -2.67 -0.77 -6.07
N -0.04 -0.56 -6.27
C 1.30 -0.21 -5.78
C -0.11 -1.73 -7.13
N -1.23 -0.14 -3.96
C -0.90 -1.42 -3.29
C -1.66 0.89 -3.03
H 0.39 2.05 -5.97
H -0.59 2.97 -4.79
H -0.57 3.39 -6.51
H -2.93 2.99 -6.86
H -3.14 2.77 -5.13
H -3.71 1.48 -6.22
H 1.87 0.30 -6.56
H 1.26 0.36 -4.85
H 1.75 -1.17 -5.51
H -0.59 -2.60 -6.68
H -0.75 -1.46 -7.98
H 0.82 -1.99 -7.64
H -0.13 -1.90 -3.89
H -0.66 -1.42 -2.23
H -1.81 -2.02 -3.32
H -0.88 1.59 -2.74
H -2.12 0.46 -2.14
H -2.49 1.46 -3.46
C -2.42 -3.71 -0.78
C -1.26 -4.46 -1.42
O -1.48 -4.34 -2.84
P -2.45 -5.33 -3.59
O -3.86 -5.40 -3.18
O -2.18 -5.19 -5.14
C -2.76 -4.20 -5.97
C -4.17 -4.60 -6.44
O -1.73 -6.75 -3.26
C -1.93 -7.90 -4.06
C -0.75 -8.86 -3.81
H -3.37 -4.21 -0.94
H -2.43 -3.90 0.30
H -2.37 -2.63 -0.92
H -0.34 -3.95 -1.14
H -1.32 -5.48 -1.04
H -2.84 -3.22 -5.48
H -2.10 -4.11 -6.83
H -4.24 -5.61 -6.86
H -4.90 -4.72 -5.64
H -4.67 -3.96 -7.17
H -2.87 -8.41 -3.82
H -1.89 -7.63 -5.11
H -0.71 -9.63 -4.59
H 0.10 -8.29 -4.18
H -0.64 -9.38 -2.87
C -0.49 0.77 5.76
N -0.90 2.07 6.33
O -0.97 2.16 7.55
O -1.36 2.93 5.61
H -1.12 -0.04 6.10
H 0.49 0.61 6.22
H -0.39 0.86 4.68
C -3.78 -2.48 3.55
N -4.36 -1.35 4.32
O -3.49 -0.58 4.72
O -5.53 -1.31 4.58
H -3.78 -2.24 2.49
H -4.48 -3.31 3.68
H -2.81 -2.59 4.01
C -1.62 -0.42 1.71
N -0.28 -0.18 1.19
O 0.46 0.49 1.87
O -0.04 -0.58 0.08
H -2.25 -0.61 0.84
H -2.09 0.45 2.18
H -1.70 -1.18 2.48
*
```



Q: Among the records above, which one has the highest gap between HOMO and LUMO?
A: C39H114N18O15P6